21
Properties=species:S:1:pos:R:3:forces:R:3:lowdin_charge:R:1 method="wB97M-V/def2-TZVPD" gap_ev=9.04 e_lumo_ev=0.9731 relative_energy_ev=3.0187
C -1.089236 -0.798922 -0.072562 -0.42 2.62 -0.28 -0.24
C 2.763677 0.467407 0.033066 -0.06 0.02 -0.59 -0.04
C -1.849006 -0.420653 -1.317463 -0.08 -0.16 0.13 -0.10
C -1.702361 -0.401389 1.243107 0.05 -0.12 -0.15 -0.10
N 0.311716 0.495389 -0.230348 -1.17 -1.75 -0.34 -0.09
C 1.422309 -0.218451 -0.041611 0.58 -1.12 1.18 -0.52
N 0.374181 1.884602 -0.036325 -0.86 -0.56 0.20 0.06
N 1.214600 -1.473794 0.227661 1.08 -0.17 -0.66 0.07
H -0.873145 -1.860259 -0.085672 0.78 0.54 -0.02 0.09
H 0.088879 2.132126 0.910401 0.00 0.02 -0.03 0.08
H -0.266601 2.331232 -0.683663 0.08 0.01 0.02 0.08
H 2.018806 -2.072513 0.054595 0.28 0.38 0.39 0.04
H 3.552641 -0.230672 -0.248230 -0.05 0.00 0.10 0.07
H 2.790322 1.332714 -0.627087 0.07 0.02 0.04 0.06
H 2.946766 0.816817 1.050270 -0.06 -0.06 -0.02 0.08
H -1.239986 -0.595996 -2.203500 0.05 0.01 0.03 0.08
H -2.150371 0.625737 -1.301306 -0.13 0.04 -0.05 0.07
H -2.732044 -1.063822 -1.404917 -0.08 0.15 0.02 0.08
H -2.598542 -1.003920 1.425861 -0.01 0.08 -0.01 0.08
H -1.002978 -0.598478 2.054947 0.02 -0.01 0.01 0.08
H -1.979626 0.652844 1.252776 -0.07 0.04 0.03 0.07

---

21
Properties=species:S:1:pos:R:3:forces:R:3:lowdin_charge:R:1 method="wB97M-V/def2-TZVPD" gap_ev=5.51 e_lumo_ev=-1.9807 relative_energy_ev=6.2878
C -2.475666 0.767253 0.089800 -1.91 0.99 -0.95 -0.13
C -1.789429 -0.433811 -0.511370 -0.47 -0.44 2.86 -0.14
C -0.981984 -1.058404 0.510859 0.30 -1.36 -2.75 -0.23
C 0.311976 -0.286469 1.280726 1.14 -0.70 0.93 -0.26
N 1.567224 -0.475551 0.712869 -1.89 0.04 -1.19 0.03
C 1.821143 0.399469 -0.461192 0.74 1.46 1.68 -0.56
N 3.263557 0.370257 -0.744144 -0.88 -1.61 -0.04 0.04
N 0.981333 0.118349 -1.632452 -1.66 -1.22 1.25 0.07
H -3.600849 0.787534 0.010133 0.85 -0.58 -0.30 0.09
H -2.336169 0.872944 1.167498 0.55 0.04 -0.16 0.07
H -2.263467 1.735179 -0.418616 0.42 -0.49 0.35 0.09
H -2.372679 -1.173295 -1.088505 0.94 0.89 -0.92 0.12
H -0.077812 0.271780 -1.415299 1.70 0.79 -0.28 0.06
H -0.405785 -1.952351 0.175242 -0.99 0.10 0.11 0.11
H -1.706645 -1.314127 1.269945 0.38 0.22 1.00 0.12
H -0.013934 0.744671 1.416460 -0.12 0.20 0.04 0.10
H 0.141323 -0.941287 2.171616 0.99 1.13 -0.21 0.11
H 1.621122 1.409890 -0.103946 -0.58 0.45 -0.26 0.12
H 3.705922 -0.182329 -0.016203 0.04 0.19 -0.21 0.06
H 3.743416 1.236789 -0.907142 -0.34 0.26 0.10 0.06
H 0.867405 -0.896491 -1.506283 0.78 -0.37 -1.04 0.06

---

21
Properties=species:S:1:pos:R:3:forces:R:3:lowdin_charge:R:1 method="wB97M-V/def2-TZVPD" gap_ev=8.83 e_lumo_ev=0.9796 relative_energy_ev=0.9063
C 2.781952 0.253676 -0.744020 0.11 -0.02 0.29 -0.02
C 1.471152 0.087356 -0.888701 -1.22 0.30 0.97 -0.18
N 0.425331 0.297369 0.087151 2.06 -0.19 -1.67 -0.13
C 0.804327 0.391281 1.478568 0.03 0.14 0.07 -0.08
C -0.877146 -0.232450 -0.253369 -1.34 0.91 1.46 -0.67
C -1.934431 0.506360 0.702788 0.48 -0.91 -0.99 -0.02
N -1.145905 0.051212 -1.641756 -0.05 -0.07 -0.21 0.07
N -1.026091 -1.659106 -0.087968 -0.30 -0.34 -0.07 0.09
H 3.262984 0.527961 0.180162 0.00 0.11 0.16 0.03
H 3.437962 0.112927 -1.586001 -0.03 -0.08 -0.17 0.04
H 1.075281 -0.172810 -1.861040 -0.04 0.00 0.10 0.09
H 1.854941 0.140329 1.602171 0.04 0.06 -0.05 0.07
H 0.640075 1.407313 1.847354 0.07 -0.06 0.16 0.09
H 0.258330 -0.298993 2.128496 -0.09 0.00 -0.16 0.08
H -1.806766 0.305858 1.761174 0.23 -0.03 0.11 0.06
H -1.890133 1.577674 0.523552 0.07 0.08 0.03 0.07
H -2.922155 0.133362 0.441170 -0.06 0.04 -0.13 0.07
H -2.026181 -0.367391 -1.914503 0.00 0.08 0.08 0.09
H -1.173595 1.050381 -1.804322 -0.04 -0.05 0.00 0.09
H -0.495392 -2.151145 -0.797841 0.12 0.04 0.07 0.08
H -0.714541 -1.961165 0.826934 -0.02 0.01 -0.05 0.07

---

21
Properties=species:S:1:pos:R:3:forces:R:3:lowdin_charge:R:1 method="wB97M-V/def2-TZVPD" gap_ev=9.75 e_lumo_ev=-7.9413 relative_energy_ev=0.3737 total_charge=+2
C 1.171425 -1.503293 -1.082161 0.06 0.93 1.00 0.14
C 1.084332 -0.466245 -0.266305 1.11 1.02 0.56 -0.29
C 2.132451 -0.162878 0.810285 -0.56 -0.89 1.05 -0.03
C -0.057100 0.501939 -0.473322 -0.76 -0.13 -0.72 -0.17
N 0.019590 1.778851 0.319565 0.89 0.83 0.15 0.26
C -1.385533 -0.171217 -0.172361 2.08 1.30 0.98 -0.35
N -1.579347 -0.644054 1.023837 0.49 0.36 -0.25 0.29
N -2.275488 -0.214782 -1.085847 -3.07 -0.23 -1.80 0.26
H 0.422589 -1.763551 -1.748470 -1.43 -0.14 -1.50 0.07
H 1.985171 -2.161574 -1.115086 1.13 -0.84 0.44 0.09
H 2.509101 -1.190789 1.001681 -0.15 0.85 0.81 0.11
H 3.021683 0.354468 0.511632 0.32 0.65 -0.74 0.08
H 1.798811 0.391690 1.777409 0.24 -1.35 -1.45 0.11
H -0.149254 0.771468 -1.513339 0.46 0.42 -0.37 0.16
H -0.133120 1.554681 1.282324 -0.69 0.00 1.09 0.14
H -0.615418 2.549859 0.034729 0.12 -0.62 0.02 0.21
H 0.959375 2.219671 0.422527 -0.13 -0.50 -0.92 0.20
H -1.048604 -0.499817 1.847186 1.21 0.00 0.38 0.15
H -2.455152 -0.976655 1.234583 -2.53 -1.21 0.69 0.12
H -2.204154 0.282653 -2.032309 -0.18 -1.25 1.91 0.21
H -3.201352 -0.650425 -0.776551 1.40 0.82 -1.37 0.21

---

22
Properties=species:S:1:pos:R:3:forces:R:3:lowdin_charge:R:1 method="wB97M-V/def2-TZVPD" gap_ev=8.11 e_lumo_ev=0.8532 relative_energy_ev=3.6351
C -0.985612 -1.220612 -1.229232 0.09 0.20 -0.02 -0.03
C -0.832444 -1.022628 0.253085 -1.25 0.31 0.42 -0.51
N -2.154841 0.813968 0.319864 1.20 1.49 -1.58 -0.07
N -0.079140 -1.980602 0.925089 0.20 -0.12 0.02 0.09
N -1.522142 -0.182407 0.973521 1.35 -0.99 0.20 -0.08
H -2.500487 1.450460 1.036880 0.04 -0.08 -0.07 0.05
H -1.139331 1.473166 -0.221890 -1.88 -1.21 1.01 0.10
H -0.154592 -2.919673 0.562379 -0.02 0.03 0.01 0.09
H -0.184439 -1.933685 1.928754 -0.06 0.00 -0.04 0.09
H -0.151539 -1.785746 -1.643215 0.00 -0.06 0.03 0.07
H -1.921676 -1.752128 -1.434001 0.10 -0.01 0.07 0.09
H -1.050619 -0.272576 -1.751610 -0.02 0.12 -0.03 0.06
C 2.081337 0.074990 -0.435826 -0.12 -0.19 0.04 -0.03
C 1.079194 0.914649 0.272293 -0.46 1.05 -0.03 -0.42
C 0.275755 1.887340 -0.324276 1.44 -0.18 0.39 -0.06
O 1.193115 0.812228 1.621132 0.00 -0.04 -0.38 0.04
H 0.395251 1.157906 2.044210 -0.01 0.00 -0.09 0.11
H 3.086649 0.377604 -0.124941 -0.12 0.06 0.01 0.10
H 2.002631 0.186251 -1.514405 -0.04 0.00 0.00 0.09
H 1.957385 -0.970086 -0.145662 -0.01 -0.04 -0.02 0.07
H 0.482193 2.096794 -1.365990 -0.15 -0.21 -0.11 0.08
H 0.123352 2.794786 0.253842 -0.28 -0.12 0.14 0.09

---

22
Properties=species:S:1:pos:R:3:forces:R:3:lowdin_charge:R:1 method="wB97M-V/def2-TZVPD" gap_ev=11.52 e_lumo_ev=-7.6452 relative_energy_ev=3.8989 total_charge=+2
C -0.373263 2.719363 1.427648 2.99 0.84 0.93 -0.04
C 0.562019 2.116494 0.316128 -0.35 -0.80 0.66 -0.10
C 0.640003 0.580595 0.378070 3.93 2.26 3.01 -0.32
N 1.547100 -0.064854 1.125015 -1.11 -0.77 -0.45 0.25
N -0.171557 -0.039898 -0.360125 -3.36 -5.76 -3.57 0.20
C -0.438842 -1.605630 -0.791386 1.75 3.61 1.30 -0.38
N -0.081846 -1.672252 -2.232320 0.31 0.36 0.02 0.30
C -1.290617 -2.426850 0.005568 -1.50 0.70 2.75 0.05
O 0.137858 -2.544231 0.000400 0.87 0.20 -0.65 0.08
H -0.606899 2.107458 2.261099 0.32 -1.27 0.78 0.06
H -1.334714 2.959547 1.087087 -1.00 1.02 -0.95 0.06
H 0.227693 3.556648 1.915906 -1.35 -0.63 -0.92 0.12
H 1.605242 2.484460 0.327552 -0.65 0.02 0.15 0.14
H 0.083417 2.391022 -0.622615 0.44 -0.05 -0.25 0.12
H 2.274642 0.330841 1.710182 -0.39 0.59 -0.25 0.16
H 1.438454 -1.080069 1.243558 0.21 0.63 -0.14 0.14
H -0.823520 0.480434 -0.882290 -0.81 1.17 -0.35 0.14
H -0.511620 -2.548881 -2.608565 0.74 0.54 -0.17 0.21
H 0.986529 -1.708823 -2.169896 -1.45 -0.16 -1.00 0.23
H -0.412461 -0.828812 -2.819413 0.64 -1.52 0.97 0.23
H -1.620376 -1.893351 0.954991 -0.06 -0.91 -1.34 0.18
H -1.837241 -3.313209 -0.266594 -0.18 -0.06 -0.53 0.15